[1]
DFT (ωB97M-V/def2-TZVPD) results for a molecular structure, C33H52BBrN7Os at a distorted geometry.

- multiplicity = 5
- charge = +3
- electronic energy (Ha) = -4360.54737
- Kohn-Sham gap (alpha / beta) (eV) = 7.4211 / 5.0341

XYZ file:
```
95
Properties=species:S:1:pos:R:3:mulliken_charge:R:1
Os 0.86727 1.33386 0.65629 -0.1062
C -0.57587 1.72188 4.05382 -1.2804
C 0.11387 0.35241 3.91408 1.3242
C 0.04549 -0.44436 5.21358 -1.8582
C -0.51730 -0.39293 2.77906 -0.5690
C -1.37579 -1.46481 2.77519 -0.2092
C -1.78033 -1.68409 1.43882 0.0719
C -2.65508 -2.84851 1.09398 0.1419
C -1.72858 -4.03667 0.75871 -1.4490
C -3.75489 -2.66345 0.05816 -1.3190
N -1.14996 -0.78576 0.65663 1.1488
N -0.38962 0.00358 1.48731 -0.1503
B -1.27824 -0.34203 -0.85131 0.2568
N 0.07803 -0.51378 -1.61677 0.5411
N 1.06334 0.39022 -1.31559 0.0186
C 2.05770 0.30230 -2.19467 -0.3573
C 1.71063 -0.67145 -3.12127 -1.4772
C 0.46287 -1.17957 -2.73141 0.2427
C -0.13945 -2.34296 -3.46600 0.6197
C -1.62280 -2.63226 -3.31889 -1.5282
C 0.69016 -3.60037 -3.13786 -1.4613
C 3.29931 1.13416 -2.12399 0.2612
C 3.22681 2.22932 -1.04931 -0.2374
C 4.52797 0.23684 -1.90578 -1.5119
N -1.59606 1.19553 -0.83236 0.8166
N -0.75972 2.08657 -0.20739 0.3258
C -1.21761 3.35644 -0.41832 -0.4199
C -2.34030 3.26544 -1.20407 -1.1613
C -2.56392 1.90027 -1.45454 0.4321
C -3.68852 1.38603 -2.28754 0.1357
C -4.50259 0.24441 -1.66707 -1.4090
C -3.18366 1.04667 -3.70397 -1.2181
C -0.64557 4.58888 0.20561 0.3094
C 0.77575 4.40665 0.72634 -0.5730
C -1.59042 5.06897 1.32412 -1.4484
H -0.08898 2.30767 4.83234 0.4385
H -1.62307 1.59394 4.32902 0.3901
H -0.53064 2.28364 3.11424 0.1425
H 1.17017 0.53015 3.66889 -0.4098
H -0.98785 -0.54545 5.54844 0.3782
H 0.59802 0.07232 5.99594 0.4492
H 0.47305 -1.44029 5.09393 0.4638
H -1.71069 -2.02028 3.63511 0.6278
H -3.15803 -3.09374 2.03259 0.5581
H -1.16223 -3.83438 -0.15435 0.2210
H -2.32840 -4.93187 0.60343 0.4580
H -1.02674 -4.23742 1.56892 0.4125
H -3.36611 -2.54012 -0.94803 -0.0356
H -4.38751 -1.81069 0.29955 0.3151
H -4.38135 -3.55415 0.05217 0.5677
H -2.13119 -0.93831 -1.38988 -0.8460
H 2.27497 -0.96786 -3.99010 0.7188
H 0.04473 -2.12128 -4.52194 0.5362
H -1.85372 -2.98477 -2.31476 0.1905
H -1.89779 -3.43092 -4.00558 0.5405
H -2.23952 -1.76413 -3.54985 0.1843
H 0.58241 -3.86622 -2.08237 0.2582
H 1.74890 -3.45861 -3.34929 0.4225
H 0.33609 -4.43628 -3.73900 0.4494
H 3.40839 1.59899 -3.10617 0.6432
H 3.84487 1.98413 -0.18470 0.2295
H 2.18138 2.40785 -0.71380 -0.4112
H 3.57404 3.18762 -1.43344 0.6028
H 4.47445 -0.25718 -0.93142 0.2766
H 5.43646 0.83695 -1.94321 0.4424
H 4.59974 -0.52962 -2.67558 0.4401
H -2.94824 4.08264 -1.55606 0.6631
H -4.36041 2.23934 -2.39783 0.6104
H -4.11120 -0.73302 -1.94025 0.1744
H -5.52266 0.29066 -2.04514 0.4911
H -4.54267 0.32728 -0.57954 0.2941
H -2.40427 0.28365 -3.66401 0.1034
H -2.78223 1.92927 -4.20129 0.4014
H -4.01723 0.67338 -4.29645 0.4350
H -0.62832 5.36094 -0.56682 0.5258
H 0.88373 3.43226 1.26166 -0.2910
H 1.00562 5.16184 1.47781 0.5731
H 1.52477 4.47880 -0.06099 0.2117
H -1.59354 4.36330 2.15780 0.2452
H -2.61085 5.17768 0.96192 0.4408
H -1.25956 6.03880 1.69319 0.4821
C 3.68552 -3.33266 1.23337 -1.5235
C 3.62341 -1.88322 1.60595 0.3610
C 4.56335 -1.28685 2.45624 -0.6830
C 4.47543 0.06403 2.75968 -0.8938
C 3.43985 0.78387 2.21169 0.1270
Br 3.19471 2.63460 2.52963 0.0635
N 2.51550 0.24403 1.41727 0.8344
C 2.61580 -1.07043 1.11800 0.1378
H 4.63941 -3.76801 1.52095 0.4492
H 3.55500 -3.46804 0.15937 0.3714
H 2.89660 -3.89458 1.73702 0.3219
H 5.36505 -1.88266 2.87495 0.5161
H 5.19549 0.54601 3.40663 0.5757
H 1.86517 -1.47997 0.45055 0.4243
```

---

[2]
DFT (ωB97M-V/def2-TZVPD) results for 2 unconnected molecules or ions with the total composition CHOS at a distorted geometry.

- charge = -1
- electronic energy (Ha) = -512.02878
- Kohn-Sham gap (eV) = 5.9817

XYZ file:
```
4
Properties=species:S:1:pos:R:3:mulliken_charge:R:1
C -1.25463 0.20529 1.51122 -0.0386
O 1.21641 -0.31600 -0.39616 -1.0165
S -1.77520 0.27811 0.03416 -0.0478
H 1.81342 -0.16740 -1.14923 0.1028
```

---

[3]
DFT (ωB97M-V/def2-TZVPD) results for 2 unconnected molecules or ions with the total composition C10H22BCl2FNO2 at a distorted geometry.

- charge = +1
- electronic energy (Ha) = -1644.43907
- Kohn-Sham gap (eV) = 11.4665

XYZ file:
```
39
Properties=species:S:1:pos:R:3:mulliken_charge:R:1
C 2.98299 0.58963 2.06063 -1.1372
C 3.20719 -0.39435 0.91999 0.4545
F 4.50992 -0.86965 1.02672 -0.3556
C 2.32305 -1.63730 0.93156 -1.2682
C 0.85332 -1.45209 0.53827 0.5807
C -0.02046 -2.56438 1.18342 -0.9321
C -1.47326 -2.01378 1.14662 -0.5583
N -1.31612 -0.56189 0.77388 0.4113
C -2.32983 0.35566 1.39992 -0.7055
B -2.53013 1.72612 0.56898 0.7041
O -3.43277 1.70164 -0.45270 -0.5468
O -1.84221 2.87519 0.93051 -0.4847
C 0.10762 -0.23368 1.08256 -1.0301
H 2.22428 1.32772 1.78060 0.2433
H 3.90082 1.14312 2.25242 0.4231
H 2.63464 0.09288 2.96774 0.2938
H 3.16140 0.11775 -0.04508 0.2912
H 2.75982 -2.32274 0.19771 0.3957
H 2.42104 -2.12494 1.90340 0.3418
H 0.68962 -1.48884 -0.54164 0.3062
H 0.06727 -3.53008 0.69073 0.4082
H 0.26334 -2.62256 2.23742 0.3729
H -2.04223 -2.53100 0.37194 0.3050
H -1.97099 -2.08539 2.11198 0.3950
H -1.50045 -0.51386 -0.23154 0.1464
H -2.04354 0.53518 2.43599 0.2570
H -3.28218 -0.17935 1.38980 0.3996
H -3.18828 2.27977 -1.17992 0.2330
H -0.92756 2.89148 0.65190 0.2989
H 0.17790 -0.22209 2.17269 0.3496
H 0.34762 0.74962 0.68449 0.3729
Cl -1.08248 -0.49281 -3.14321 -0.1640
C -0.72877 0.73723 -4.39543 -0.4577
C -0.28675 2.04674 -3.79910 -0.4408
Cl -1.62268 2.83696 -2.91153 -0.2086
H -1.63066 0.85374 -4.98912 0.3508
H 0.06087 0.33105 -5.02374 0.3358
H 0.01621 2.72837 -4.59071 0.3499
H 0.54240 1.92096 -3.10817 0.2691
```

---

[4]
DFT (ωB97M-V/def2-TZVPD) results for 2 unconnected molecules or ions with the total composition C2H5NOS at a distorted geometry.

- electronic energy (Ha) = -607.17592
- Kohn-Sham gap (alpha / beta) (eV) = 7.1601 / 7.1608

XYZ file:
```
10
Properties=species:S:1:pos:R:3:mulliken_charge:R:1
C -0.35194 0.46713 0.01521 0.0874
C 0.70387 1.45002 0.10059 -0.7119
N 0.61358 -2.04314 0.16159 -0.5043
O -2.47498 -0.96318 -0.06133 -0.5042
S -1.95389 0.40222 -0.00601 0.2908
H 1.50608 1.07397 0.73662 0.2623
H 1.12329 1.65802 -0.88628 0.2634
H 0.32573 2.38004 0.53491 0.3352
H -0.34727 -2.37136 0.23394 0.2528
H 0.85552 -2.05371 -0.82923 0.2286
```

---

[5]
DFT (ωB97M-V/def2-TZVPD) results for 2 unconnected molecules or ions with the total composition C6H11BO at a distorted geometry.

- electronic energy (Ha) = -335.17732
- Kohn-Sham gap (eV) = 8.3404

XYZ file:
```
19
Properties=species:S:1:pos:R:3:mulliken_charge:R:1
B -0.19829 0.30732 0.12310 0.2434
C -2.57973 0.44329 0.28902 0.4246
C 0.88147 1.38953 0.52972 -0.7256
C 0.63648 -1.04398 -0.33066 -0.8283
C 2.17253 0.56930 0.63410 -0.5423
C 2.07038 -0.45076 -0.45262 -0.5853
C -3.13793 -0.66673 -0.41642 -0.8939
O -3.07402 1.36841 0.84268 -0.4439
H 0.92843 1.93893 -0.45805 0.2180
H 0.73825 2.13312 1.28572 0.4011
H 0.83898 -1.74274 0.41415 0.3726
H 0.27677 -1.52768 -1.20983 0.3525
H 3.10175 1.17977 0.60603 0.3042
H 2.17623 0.24196 1.68112 0.2917
H 2.82214 -1.31392 -0.27858 0.2590
H 2.26538 0.11768 -1.25474 0.3631
H -3.13023 -1.68573 0.02267 0.2771
H -4.26124 -0.47204 -0.72341 0.2881
H -2.52734 -0.78572 -1.30400 0.2238
```

---

[6]
DFT (ωB97M-V/def2-TZVPD) results for CHFOS2 in the gas phase at a distorted geometry.

- SMILES = FC(=S)OS
- electronic energy (Ha) = -1010.11308
- Kohn-Sham gap (eV) = 9.0079

XYZ file:
```
6
Properties=species:S:1:pos:R:3:mulliken_charge:R:1
F 1.31724 -1.35578 -0.18099 -0.1996
C 1.02112 0.02274 -0.07853 0.5690
S 2.11142 1.12206 -0.13121 -0.3225
O -0.21611 0.30381 0.06829 -0.2455
S -1.72146 -0.51575 -0.08782 0.0200
H -2.51221 0.42292 0.41026 0.1787
```

---

[7]
DFT (ωB97M-V/def2-TZVPD) results for 2 unconnected molecules or ions with the total composition C5H11NO at a distorted geometry.

- SMILES = C=C/C(C)=C/N.O
- electronic energy (Ha) = -327.06600
- Kohn-Sham gap (eV) = 8.8575

XYZ file:
```
18
Properties=species:S:1:pos:R:3:mulliken_charge:R:1
C -2.74840 0.89130 -0.22273 -0.7457
C -1.89706 -0.13551 -0.08937 -0.3555
C -0.47779 -0.06849 0.25691 1.0325
C 0.09886 -1.27483 0.93363 -1.4821
C 0.27884 0.98434 -0.07023 -0.2491
N 1.65164 1.12975 0.24241 -0.6325
H -2.30293 1.90648 -0.18944 0.1931
H -3.82018 0.72386 -0.43753 0.2595
H -2.34410 -1.14011 -0.01554 0.2133
H 1.15881 -1.43816 0.70980 0.3554
H 0.04056 -1.17307 2.06819 0.2700
H -0.43356 -2.20688 0.73002 0.3754
H -0.12653 1.80961 -0.66935 0.3143
H 1.87176 0.62245 1.08425 0.2273
H 1.82313 2.14552 0.32769 0.2443
O 2.66174 -1.16833 -1.38381 -0.6805
H 2.40549 -0.28076 -1.08686 0.3466
H 2.15971 -1.32718 -2.18805 0.3137
```

---

[8]
DFT (ωB97M-V/def2-TZVPD) results for 2 unconnected molecules or ions with the total composition C3H6F2IN at a distorted geometry.

- electronic energy (Ha) = -669.91659
- Kohn-Sham gap (alpha / beta) (eV) = 8.3633 / 8.6292

XYZ file:
```
13
Properties=species:S:1:pos:R:3:mulliken_charge:R:1
C -0.90187 1.27765 0.76631 -0.6135
C -1.41473 -0.59786 -0.62911 -0.7037
C 2.50570 -1.06622 0.11369 0.2518
N -0.66081 -0.10438 0.43699 -0.2117
F 2.21332 -1.80184 -0.88041 -0.1280
F 3.37758 -1.64950 0.98305 -0.1776
I 3.00250 0.89812 -0.49067 0.0439
H -1.46095 1.59438 1.64821 0.2921
H 0.11341 1.77458 0.88148 0.1498
H -1.49951 1.80748 -0.01749 0.2456
H -2.50802 -0.79659 -0.28499 0.3013
H -1.75959 0.16024 -1.47097 0.2612
H -1.00703 -1.49607 -1.05609 0.2888
```